Molecular formula: C19H46N3O11V
Method: DFT, ωB97M-V/def2-TZVPD

```
80
Properties=species:S:1:pos:R:3:forces:R:3
O 3.0553 -18.3123 -1.6249 2.2 2.2 -2.9
V 3.8986 -17.4316 -2.7035 -3.0 -3.1 3.9
O 3.7130 -15.9670 -2.0703 1.0 -2.0 -2.0
O 5.6288 -21.2062 -3.4791 -0.3 0.7 0.4
C 4.6318 -20.5647 -4.0969 -1.3 0.0 -2.6
O 4.0059 -21.1591 -4.9838 0.2 -0.6 0.5
O 4.3934 -19.3578 -3.8822 0.2 4.9 2.5
H 5.3780 -22.0014 -3.9547 1.1 -2.2 0.1
C 2.7665 -15.7378 -8.6558 0.2 -0.6 0.8
O 2.2346 -16.9858 -9.0185 -0.4 -0.1 -1.0
C 1.0133 -16.9210 -9.7955 1.5 -1.2 1.4
C 0.5265 -18.3665 -9.9684 0.8 1.2 0.3
N 0.3855 -19.1119 -8.7282 0.1 -0.7 -1.5
C -0.0491 -20.4660 -9.1651 0.2 -0.1 2.5
C -0.2304 -21.4536 -8.0004 1.2 0.3 0.8
O 1.0178 -21.5364 -7.2141 -1.5 -0.9 -1.5
C 1.0883 -22.6749 -6.3351 1.1 1.2 0.1
H 2.3723 -15.5282 -7.6614 -0.2 0.8 0.1
H 2.6111 -14.9192 -9.3586 -0.3 0.0 -0.1
H 3.8393 -15.8649 -8.5106 0.1 0.0 -0.2
H 1.2930 -16.4905 -10.7571 -0.6 0.3 -0.1
H 0.2901 -16.3552 -9.2083 -0.3 0.4 -0.3
H 1.2727 -18.9182 -10.5401 -0.1 0.2 -0.3
H -0.3954 -18.2583 -10.5399 -0.4 -0.4 -0.3
H -0.2068 -18.6074 -8.0841 -0.4 -0.5 0.1
H 0.7393 -20.9476 -9.7435 0.1 0.5 -0.3
H -0.9791 -20.4646 -9.7335 -0.2 0.1 -0.3
H -0.5236 -22.3939 -8.4674 0.3 -0.4 0.1
H -1.0359 -21.2066 -7.3088 -0.2 0.3 0.0
H 2.1371 -22.7304 -6.0436 0.0 0.4 0.2
H 0.9527 -23.6689 -6.7613 -0.9 0.1 -0.4
H 0.5214 -22.4438 -5.4333 -0.3 -0.6 0.0
C 6.0741 -24.9285 -4.8359 -0.7 0.2 -0.2
O 5.0578 -24.1216 -4.2239 0.7 -0.4 -0.3
C 3.9442 -24.8510 -3.7053 0.1 1.1 0.5
C 3.2450 -23.9411 -2.6935 -0.2 -0.4 -1.1
N 2.3500 -22.9511 -3.3307 0.7 -2.0 0.6
C 1.8940 -22.0888 -2.2779 -1.1 0.6 -1.0
C 0.8781 -21.0733 -2.8154 -0.7 -0.6 0.3
O -0.4436 -21.7063 -2.9404 -0.1 0.9 -0.5
C -1.3864 -20.9792 -3.7926 2.0 0.0 -0.2
H 6.8831 -24.2768 -5.1657 -0.1 0.1 0.2
H 5.6905 -25.4549 -5.7099 -0.2 0.1 -0.2
H 6.4651 -25.7080 -4.1820 0.0 0.1 0.4
H 4.3155 -25.7357 -3.1880 -0.1 -0.3 -0.1
H 3.2127 -25.0765 -4.4813 0.2 -0.4 -0.3
H 4.0275 -23.4228 -2.1392 0.2 -0.1 0.5
H 2.6645 -24.6051 -2.0530 -0.1 0.2 0.3
H 2.9389 -22.4662 -3.9927 -0.2 0.6 -0.2
H 2.7462 -21.5877 -1.8188 0.0 0.5 0.4
H 1.3754 -22.6749 -1.5191 0.1 -0.1 0.1
H 1.1895 -20.6850 -3.7851 0.1 0.0 -0.2
H 0.8876 -20.2645 -2.0847 -0.6 0.4 0.0
H -0.8368 -20.6191 -4.6623 0.3 0.2 -0.2
H -1.7808 -20.0762 -3.3267 -0.3 -0.3 0.4
H -2.1354 -21.6058 -4.2770 -0.1 -0.4 0.9
C 11.4251 -16.4858 -4.9562 -0.6 -0.8 -0.7
O 10.4744 -17.5781 -4.8727 2.0 0.6 -0.7
C 9.1590 -17.1794 -4.5828 0.5 -1.3 -0.3
C 8.3253 -18.4659 -4.5401 -1.3 1.3 0.9
N 8.2949 -19.0899 -3.2400 0.9 -0.3 0.5
C 9.6477 -19.5253 -2.8158 -1.4 -0.7 0.2
C 9.6333 -20.6055 -1.7310 0.8 1.2 0.4
O 9.6895 -19.9652 -0.4140 -0.9 -0.9 -1.6
C 9.3702 -20.8560 0.6232 0.2 -0.1 0.7
H 12.3715 -16.8445 -5.3608 0.0 -0.5 0.4
H 11.5972 -15.9918 -3.9999 -0.2 0.0 0.1
H 11.1299 -15.7774 -5.7302 -0.5 0.4 0.2
H 8.7565 -16.5936 -5.4092 0.0 0.7 0.2
H 9.2580 -16.6801 -3.6190 -1.0 0.4 0.1
H 8.5284 -19.1123 -5.3940 0.5 -0.1 -0.1
H 7.2807 -18.1656 -4.6233 -0.2 0.2 -0.7
H 7.6145 -19.8357 -3.2717 0.1 -0.4 0.2
H 10.1218 -18.6081 -2.4665 0.6 -0.4 0.0
H 10.1471 -19.9853 -3.6686 0.4 0.3 -0.2
H 10.5016 -21.2466 -1.8832 0.5 0.2 0.3
H 8.8304 -21.3231 -1.8997 -0.8 0.4 0.5
H 10.2812 -21.1106 1.1648 0.1 -0.3 0.0
H 8.8666 -21.7628 0.2883 0.1 -0.1 -0.2
H 8.7051 -20.4060 1.3602 -0.1 0.4 -0.1
```
Forces are in eV/Å.

Properties
Relative energy (zero: lowest compared OMol25 entry of this formula, charge and spin) in eV: 7.014
HOMO in eV: -8.4
Orbital gap in eV: 4.93
DFT total energy in Ha: -2687.1577

Atomic partial charges in e from the Löwdin method, atoms 1 to 4: -0.25, 1.22, -0.30, 0.12